Computed, not measured: C37H36N6SiZn as an isolated structure, with wB97M-V/def2-TZVPD.

```
81
Properties=species:S:1:pos:R:3:forces:R:3
Zn 0.236917 -0.395952 -0.226672 0.06 -0.13 -0.31
Si -0.218558 1.992132 -2.408061 -0.16 -0.37 -0.12
N 2.416563 0.377759 2.247450 -0.17 0.24 0.34
N -1.197992 -2.134020 -0.114111 -0.20 0.12 0.17
N -1.824467 -1.672997 2.150854 -0.03 0.28 0.43
N -1.403247 1.982199 0.137935 -0.10 -0.01 -0.01
N 0.280712 -0.601419 1.739698 0.03 0.15 -0.13
N 2.483993 -0.511042 0.022082 0.13 0.17 0.26
C 0.742738 -0.051829 3.940117 -0.39 -0.08 0.11
C -3.468776 -2.366064 0.600060 0.02 -0.01 -0.01
C -0.483387 -0.710906 3.925060 0.32 0.25 0.11
C -2.126369 -2.036659 0.858581 0.04 -0.19 -0.40
C -0.716196 -0.320207 6.250684 -0.07 -0.01 0.00
C 2.523771 2.638930 -1.822263 -0.07 0.00 0.00
C 1.260725 0.478185 5.102967 0.13 0.02 -0.01
C -1.054663 3.470856 2.141718 -0.09 0.02 -0.12
C 0.177455 2.619580 -5.169329 -0.03 0.03 0.04
C -2.037738 1.888629 -4.648309 0.02 0.04 0.11
C 1.127425 4.509108 -2.345118 -0.09 -0.04 -0.03
C -3.377897 3.132190 1.189584 0.09 -0.02 0.00
C -1.403085 2.238345 -6.938873 0.00 0.00 -0.01
C -0.748439 -1.064321 2.512289 -0.36 -0.07 -0.24
C 2.206983 5.365635 -2.198548 0.00 0.05 0.03
C 3.454983 4.855421 -1.863289 -0.02 -0.03 -0.02
C 1.237117 -0.050627 2.545442 0.28 -0.02 -0.12
C 5.065584 0.477359 -0.225644 -0.04 -0.07 0.00
C -3.830832 -2.838911 -0.639512 0.06 0.02 0.01
C 0.099048 0.174131 -2.151278 0.13 0.35 0.26
C -1.560939 -2.639113 -1.299364 -0.02 -0.02 -0.05
C 3.027623 0.206111 1.027198 0.13 -0.22 -0.35
C 4.522816 -0.329429 -1.224045 0.01 0.00 0.04
C -1.227683 -0.865002 5.076528 -0.04 -0.09 -0.01
C 3.233678 -0.782573 -1.050994 0.01 -0.09 -0.10
C -0.134648 2.614627 -6.521162 0.00 0.01 -0.06
C -0.453387 2.845857 0.884490 0.05 -0.11 0.05
C -0.762446 2.245974 -4.205588 0.05 0.07 0.15
C -2.848647 -3.012137 -1.612443 0.02 -0.04 -0.01
C 1.265152 3.130746 -2.163359 -0.05 -0.23 0.10
C 0.507009 0.343024 6.264562 0.02 -0.01 -0.01
C -2.359132 1.885103 -5.997437 -0.07 -0.02 -0.01
C -2.390864 4.140282 1.819149 0.02 -0.11 0.03
C 4.320878 0.744667 0.898945 0.01 -0.03 -0.03
C -2.669494 1.815978 0.855890 -0.05 0.09 -0.03
C 3.609957 3.490544 -1.673734 0.10 0.04 0.05
C -1.631292 2.486105 -1.226724 0.23 0.04 -0.07
H 0.872920 0.758752 7.194511 0.01 0.00 -0.01
H 5.082272 -0.577597 -2.114517 -0.03 -0.04 -0.01
H 1.170207 2.919793 -4.851869 0.02 -0.02 -0.05
H -0.764569 -2.723020 -2.030353 -0.05 0.04 -0.02
H -0.348976 4.205986 2.532730 0.02 -0.04 0.04
H 0.611700 2.901845 -7.251931 0.00 0.00 0.01
H 6.070042 0.868211 -0.329830 -0.01 0.04 0.03
H -2.554330 2.041505 -1.613519 0.03 -0.06 0.00
H -2.813369 4.573875 2.726646 -0.01 0.06 -0.04
H 2.216964 0.985185 5.098722 -0.02 0.01 0.00
H -3.083088 -3.410481 -2.589286 0.02 0.01 0.00
H 4.577145 3.085721 -1.401014 0.00 0.01 -0.03
H -1.793209 3.574442 -1.216641 -0.06 0.05 -0.13
H -4.863031 -3.083778 -0.855445 0.00 -0.01 0.03
H -1.190880 2.712861 2.918044 0.04 0.01 0.02
H -0.117691 3.651362 0.224476 0.01 -0.01 0.01
H 0.439890 2.274120 1.157796 0.05 -0.01 -0.04
H -2.474834 1.279736 1.781095 0.06 -0.20 0.12
H -4.197185 2.907199 1.875817 -0.03 0.04 -0.02
H -3.825379 3.554228 0.287431 -0.02 -0.01 0.02
H -2.792666 1.605823 -3.920786 -0.02 -0.05 -0.07
H 2.081901 6.431858 -2.341713 -0.02 -0.01 -0.02
H 2.657572 1.573728 -1.676556 0.02 0.05 0.00
H 0.156215 4.909855 -2.620897 0.04 0.06 0.00
H -1.285723 -0.402498 7.167701 0.02 -0.02 0.00
H -4.189320 -2.237313 1.395016 0.04 -0.02 0.03
H -1.647212 2.218243 -7.993708 0.00 0.03 0.01
H -2.174156 -1.389311 5.062181 -0.01 0.03 -0.03
H -3.321994 1.182277 0.250917 0.05 -0.06 0.04
H -2.207329 4.964958 1.125198 0.00 0.02 0.01
H 0.967602 -0.144034 -2.737951 0.01 0.04 0.02
H 2.753101 -1.392228 -1.808561 0.01 0.07 -0.03
H -0.765026 -0.337528 -2.590677 -0.04 0.07 0.00
H -3.354871 1.601462 -6.316600 0.01 0.00 0.00
H 4.710773 1.339796 1.711692 -0.04 -0.01 0.04
H 4.299686 5.524304 -1.756648 0.01 -0.02 0.03
```
Forces are in eV/Å.

Summary:
E_tot, eV: -104192.3182
2S+1: 1

Charges obtained by Löwdin population analysis, quoted in units of e: 0.717, 0.622, 0.164, 0.065, 0.166, -0.211, 0.062, 0.064, -0.101, -0.012, -0.100, -0.325, -0.075, -0.081, -0.007, -0.181, -0.094, -0.102, -0.107, -0.168, -0.099, -0.293, -0.086, -0.089, -0.299, -0.079, -0.064, -0.307, -0.153, -0.319, -0.071, -0.008, -0.163, -0.090, -0.183, -0.238, -0.066, -0.262, -0.073, -0.096, -0.182, -0.008, -0.211, -0.079, -0.236, 0.102, 0.106, 0.097, 0.108, 0.115, 0.100, 0.110, 0.081, 0.103, 0.115, 0.103, 0.091, 0.089, 0.108, 0.107, 0.107, 0.096, 0.104, 0.107, 0.100, 0.093, 0.101, 0.068, 0.107, 0.102, 0.110, 0.098, 0.114, 0.116, 0.107, -0.010, 0.107, -0.013, 0.099, 0.112, 0.100



Computed, not measured: C37H37F3N11O5PSSeTi as an isolated structure at a distorted geometry, with wB97M-V/def2-TZVPD.

```
97
Properties=species:S:1:pos:R:3:forces:R:3
Se -1.967389 2.106768 0.630218 -0.02 0.52 0.18
Ti -0.524151 -0.258833 -0.757142 1.91 0.04 -0.35
S 2.182408 -0.707729 -0.817334 -0.43 0.29 0.02
P 0.851575 0.469560 2.534585 -0.09 0.16 -0.72
F 0.166690 4.643312 -2.571176 0.07 0.10 -0.04
F 1.863460 3.732039 -1.570359 -0.03 0.06 -0.02
F 0.078045 4.247912 -0.450910 0.00 0.01 0.08
O 0.340915 0.077624 1.129720 -0.40 -0.13 0.88
O -1.829290 -1.035100 0.634215 0.60 -0.76 1.08
O -1.032931 -2.378954 2.163324 -0.28 0.13 0.05
O 0.235780 1.496936 -0.965876 -0.46 0.96 -0.83
O -0.689113 2.208637 -2.922866 -0.18 -0.17 -0.14
N -2.261073 1.080781 -0.829651 -0.35 -0.06 0.42
N 0.178697 -0.502308 -2.755667 0.17 0.13 -0.56
N 0.428850 -4.326415 1.273940 0.03 0.09 0.02
N -0.297686 -2.415555 0.011990 -0.04 0.14 0.79
N 1.090896 -3.359109 -2.135775 -0.43 -0.28 0.08
N 3.341000 0.925827 -2.567338 0.10 0.06 -0.02
N -2.033271 -1.591307 -1.912425 0.07 0.14 0.09
N 1.314923 0.134719 -3.211057 -0.30 0.03 0.23
N 1.111981 -3.984720 -0.869941 0.24 -0.05 -0.21
N -1.047269 -1.981019 1.036053 -0.60 -0.54 -0.60
N -3.665458 2.368074 0.923444 -0.03 -0.08 -0.19
C -0.221386 -0.994933 -5.125563 -0.01 -0.04 -0.07
C -3.097911 -2.232827 -1.427392 -0.01 0.04 0.00
C -3.879656 -3.080636 -2.191504 -0.04 -0.03 -0.01
C -3.565570 -3.251151 -3.525998 -0.03 -0.01 -0.09
C 4.181814 0.940459 -4.910039 0.02 -0.02 0.01
C -2.393675 0.140182 5.002201 0.01 0.01 0.01
C 3.816016 -2.297488 2.658597 -0.02 0.01 0.02
C 2.383656 -0.375779 2.887509 0.25 -0.01 -0.01
C -0.243973 0.071893 3.901116 -0.09 -0.20 0.07
C 2.280710 2.647972 1.757003 -0.10 0.07 0.02
C 2.261692 0.186091 -2.309917 0.20 -0.15 -0.21
C 4.741401 -1.704701 3.509541 0.00 -0.02 0.00
C -0.051095 2.389612 -1.932501 0.08 -0.40 0.55
C 2.637357 -1.635060 2.352715 0.03 0.03 0.04
C 0.805313 4.478087 3.254439 -0.02 0.02 0.01
C -4.252573 0.476255 -2.147027 0.03 0.12 0.10
C -5.782054 1.844048 -0.145567 0.10 0.03 0.11
C -0.560232 -1.021794 6.035447 0.04 0.02 -0.03
C 2.616653 3.990457 1.737912 0.00 -0.05 -0.02
C -1.739882 -1.750172 -3.208086 0.20 0.09 -0.06
C -6.374503 1.256382 -1.205530 -0.06 -0.09 -0.17
C 4.486707 -0.454637 4.059671 -0.01 -0.02 0.01
C 0.469660 3.131329 3.293087 0.08 -0.04 0.02
C 0.522881 3.792326 -1.630049 0.28 -0.20 0.07
C -2.482070 -2.558275 -4.045143 -0.16 -0.13 -0.17
C 0.435727 -3.569052 0.175841 -0.31 0.11 -0.14
C 1.883789 4.901161 2.491170 -0.01 0.03 -0.01
C -0.543618 -1.043009 -3.675615 -0.17 0.03 -0.01
C 3.309874 0.211504 3.751656 0.02 -0.01 -0.07
C 0.259829 -0.682432 4.967002 -0.12 0.02 -0.03
C 1.212556 2.213220 2.550126 -0.05 0.16 -0.03
C -1.884929 -0.615649 6.052139 -0.04 0.00 0.00
C -5.600991 0.589243 -2.217079 -0.15 0.03 0.04
C -4.354983 1.779267 -0.039157 -0.12 -0.02 -0.03
C -1.580392 0.483330 3.936153 0.07 -0.13 0.09
C 3.522552 1.725294 -3.785654 -0.01 -0.24 0.06
C -3.581806 1.058521 -1.028713 0.09 -0.04 -0.20
H 0.026606 -3.969475 2.123195 -0.02 -0.02 0.07
H 2.842424 1.932511 1.165945 0.00 0.01 0.00
H -3.687742 0.012933 -2.941079 0.00 0.04 -0.02
H 5.207073 0.002950 4.726231 -0.03 -0.02 -0.03
H 1.715181 -3.892730 -2.728668 -0.02 -0.07 -0.04
H 5.665686 -2.218493 3.744417 -0.05 0.02 -0.01
H -6.344781 2.370754 0.614937 0.07 0.00 -0.05
H 3.615347 0.032301 -5.122785 0.01 0.03 -0.02
H 1.291288 -1.006047 4.968528 -0.04 -0.02 0.02
H -3.356537 -2.048373 -0.397197 0.02 -0.02 0.03
H -0.348604 2.798026 3.920723 0.05 0.02 -0.01
H 4.101740 0.857850 -1.913703 0.03 0.04 0.04
H 4.218032 1.544159 -5.818256 0.01 -0.02 0.05
H -6.119129 0.177838 -3.075534 0.00 0.03 0.05
H 5.204139 0.659807 -4.650034 -0.05 -0.01 -0.01
H 3.114522 1.189572 4.178351 0.03 -0.05 -0.03
H 1.914257 -2.089005 1.686558 0.05 0.05 0.00
H 0.232529 5.194529 3.830364 0.04 -0.04 -0.01
H 0.682983 -0.426467 -5.292066 0.04 0.03 -0.03
H 0.951031 -5.185935 1.301603 -0.01 -0.03 0.00
H -2.523885 -0.885501 6.884275 0.03 0.02 -0.04
H 4.120949 2.591957 -3.513072 0.00 0.05 0.02
H -0.097732 -2.003024 -5.529708 -0.01 0.03 0.02
H 4.021175 -3.271362 2.230227 0.00 0.04 0.02
H 1.505452 -2.435727 -1.990647 0.27 0.15 -0.03
H -4.725596 -3.579935 -1.738951 0.03 0.02 -0.01
H 1.600840 -4.861528 -0.795490 0.13 -0.02 0.01
H -1.046935 -0.517960 -5.662051 0.02 -0.05 0.02
H 3.448203 4.330773 1.134666 -0.01 0.00 0.02
H -3.426158 0.465809 5.015363 0.03 -0.01 0.00
H -0.159827 -1.604078 6.855686 0.00 0.02 -0.03
H -7.449620 1.307527 -1.317879 0.03 -0.03 -0.02
H -2.210346 -2.649980 -5.087067 -0.03 -0.01 0.04
H 2.539767 2.072165 -4.094043 -0.06 0.06 0.03
H -2.000127 1.068336 3.136147 -0.05 0.05 -0.15
H -4.156709 -3.902707 -4.157457 0.03 0.03 0.02
H 2.160028 5.948354 2.485710 -0.03 -0.03 -0.03
```
Forces are in eV/Å.

Summary:
ΔE to the lowest compared entry with this formula, charge and spin, eV: 0.2930
Net charge: +2
E_tot, eV: -182324.1806
2S+1: 1

Charges obtained by Löwdin population analysis, quoted in units of e: 1.323, 1.055, 0.819, 0.881, 0.200, 0.160, 0.131, -0.520, -0.157, 0.148, -0.279, 0.158, -0.255, -0.081, 0.229, 0.094, 0.080, 0.017, 0.040, 0.021, 0.042, -0.374, -0.163, 0.019, -0.106, -0.011, -0.003, -0.074, -0.049, -0.058, -0.307, -0.273, -0.071, -0.757, -0.049, -0.490, -0.111, -0.051, -0.019, 0.004, -0.049, -0.057, -0.225, -0.042, -0.044, -0.069, -0.557, 0.026, -0.367, -0.047, -0.236, -0.064, -0.055, -0.295, -0.047, -0.027, -0.340, -0.096, -0.222, -0.295, 0.104, 0.113, 0.110, 0.119, 0.112, 0.117, 0.128, 0.067, 0.102, 0.122, 0.103, 0.129, 0.082, 0.120, 0.078, 0.123, 0.056, 0.117, 0.075, 0.140, 0.118, 0.121, 0.102, 0.109, -0.036, 0.126, 0.171, 0.114, 0.117, 0.117, 0.116, 0.119, 0.124, 0.109, 0.052, 0.129, 0.119



no.,LUMO (eV),HOMO-LUMO gap (eV)
1,-0.59,7.329
2,-6.52,6.528